1.
{
  "formula": "C4H7NO2",
  "method": "the ωB97M-V functional and the def2-TZVPD basis",
  "species": ["O", "O", "N", "C", "C", "C", "C", "H", "H", "H", "H", "H", "H", "H"],
  "xyz": [[1.81976, 0.45934, 1.24483], [-1.02482, -1.24632, 1.40371], [0.33787, 1.21880, -1.01421], [1.19304, -0.56941, 1.14433], [-0.15190, -0.69607, 0.43558], [-0.66186, 0.63707, -0.11090], [0.46744, 1.06229, -2.31177], [-1.59124, 0.47921, -0.66954], [-0.42182, 0.45263, -2.60893], [1.54437, -1.52389, 1.58467], [-0.86986, 1.32062, 0.71913], [1.07307, 1.70213, -0.50459], [-0.00965, -1.39591, -0.40457], [-1.60822, -1.88721, 0.98337]],
  "charge": 0,
  "max_force_ha_per_bohr": 0.0146,
  "energy_ev": -9843.59897,
  "e_homo_ev": -8.37,
  "orbital_gap_ha": 0.316
}

2.
{
  "formula": "C26H43Br2NO5SSr",
  "method": "the ωB97M-V functional and the def2-TZVPD basis",
  "species": ["Sr", "Br", "Br", "S", "O", "O", "O", "O", "O", "N", "C", "C", "C", "C", "C", "C", "C", "C", "C", "C", "C", "C", "C", "C", "C", "C", "C", "C", "C", "C", "C", "C", "C", "C", "C", "C", "H", "H", "H", "H", "H", "H", "H", "H", "H", "H", "H", "H", "H", "H", "H", "H", "H", "H", "H", "H", "H", "H", "H", "H", "H", "H", "H", "H", "H", "H", "H", "H", "H", "H", "H", "H", "H", "H", "H", "H", "H", "H", "H"],
  "xyz": [[0.05991, -0.35234, -0.17056], [-6.67757, -4.45864, 0.78871], [-4.46986, 0.23601, -1.47202], [0.60935, 2.98968, 0.19064], [1.85519, -1.31707, 0.62285], [1.72901, 2.08646, 0.58849], [-0.37722, 0.54546, 1.77073], [1.19152, -3.63998, -0.62808], [-1.92019, -0.92571, -0.38882], [-1.54484, -3.13039, 1.19134], [1.40106, 4.34705, -0.76277], [-3.64127, -4.86661, 1.74953], [-2.92566, -1.67082, -0.09548], [1.10928, 0.56461, -3.82061], [-2.78368, -2.86738, 0.70488], [-1.34067, -4.20755, 1.91098], [0.41686, 1.02836, -2.52470], [0.03982, -4.46817, 2.43996], [-0.81985, 5.47123, -1.29122], [0.46544, 4.86078, -1.85184], [1.33207, 1.73637, -4.79333], [2.50025, -3.13632, -0.73275], [2.45602, 4.49821, 2.62627], [0.14439, 3.93192, 1.71750], [-1.73926, 0.60121, 2.16575], [2.79703, -2.37440, 0.54012], [0.60196, -3.96825, -1.87360], [1.14798, 3.74102, 2.84296], [-2.38143, -5.11755, 2.20370], [-5.16009, -3.34610, 0.47793], [0.27984, -0.57987, 2.32851], [1.72979, -0.64944, 1.87497], [-3.89476, -3.71201, 0.97658], [-5.33255, -2.19093, -0.23372], [-4.23302, -1.37835, -0.49952], [2.45939, -0.08516, -3.52582], [0.37826, 2.19071, -5.06670], [0.68292, 4.06372, 3.77738], [0.48547, -5.31666, 1.91773], [1.94714, 2.49822, -4.30595], [1.70731, 5.14278, -0.08376], [1.83890, 1.42488, -5.71653], [0.25721, -0.51391, 3.42047], [2.97639, -0.38147, -4.44312], [3.11931, 4.36623, 3.48181], [-2.25013, 1.32006, 1.52761], [2.31565, -1.16300, 2.63802], [-0.59787, 6.24795, -0.55462], [0.21644, 4.03568, -2.52252], [0.55958, -3.09382, -2.53260], [-0.41014, -4.30341, -1.65516], [2.31515, -0.97055, -2.90351], [3.23278, -3.94247, -0.85889], [2.27312, 5.56838, 2.50443], [0.02509, 4.98021, 1.44590], [-2.22475, -0.36890, 2.04774], [3.09243, 0.61859, -2.97667], [2.11878, 0.36651, 1.77402], [1.15012, -4.77338, -2.37436], [0.00938, -4.70483, 3.50543], [2.96953, 4.12461, 1.74128], [0.99816, 5.61297, -2.43845], [-2.16969, -5.99573, 2.80019], [1.36514, 2.67506, 2.93633], [-1.83866, 0.90591, 3.21366], [-0.52772, 1.51166, -2.82395], [1.05633, 1.84705, -2.13928], [2.57697, -2.44920, -1.58211], [0.67419, -3.60201, 2.27793], [-4.45324, -5.54126, 1.98411], [0.47337, -0.17413, -4.32315], [2.28563, 3.87323, -1.18809], [2.69868, -3.04260, 1.40080], [-6.31221, -1.91100, -0.59364], [-1.40643, 5.92729, -2.08814], [-0.83357, 3.53543, 1.99779], [-0.24018, -1.50172, 2.03464], [-1.44050, 4.70774, -0.81674], [3.82142, -1.99013, 0.51310]],
  "charge": 0,
  "max_force_ha_per_bohr": 0.1187,
  "energy_ev": -191140.98760,
  "e_homo_ev": -5.78,
  "orbital_gap_ha": 0.216
}

3.
{
  "formula": "C42H54AsNO6Se2SiV",
  "method": "the ωB97M-V functional and the def2-TZVPD basis",
  "species": ["Se", "Se", "As", "V", "Si", "O", "O", "O", "O", "O", "O", "N", "C", "C", "C", "C", "C", "C", "C", "C", "C", "C", "C", "C", "C", "C", "C", "C", "C", "C", "C", "C", "C", "C", "C", "C", "C", "C", "C", "C", "C", "C", "C", "C", "C", "C", "C", "C", "C", "C", "C", "C", "C", "C", "H", "H", "H", "H", "H", "H", "H", "H", "H", "H", "H", "H", "H", "H", "H", "H", "H", "H", "H", "H", "H", "H", "H", "H", "H", "H", "H", "H", "H", "H", "H", "H", "H", "H", "H", "H", "H", "H", "H", "H", "H", "H", "H", "H", "H", "H", "H", "H", "H", "H", "H", "H", "H", "H"],
  "xyz": [[-3.53497, -2.83087, 0.30742], [-3.04529, -0.06694, -2.10018], [2.81230, -0.88116, 0.54233], [-2.31357, -0.49428, 0.10861], [-1.42193, 2.29411, -0.04870], [0.78573, -2.72006, 0.91972], [-1.35557, -3.94100, -3.50509], [-5.12747, 0.42698, 2.73333], [-0.64923, -1.24966, 0.00669], [-5.37437, -3.39686, -4.17656], [-3.79632, 0.17127, 0.92576], [-2.01254, -0.94670, 1.92773], [4.39554, -3.14162, 1.02045], [0.24394, 1.59190, 2.23069], [-1.80736, 2.85528, 2.75908], [-2.97797, -0.69529, 2.84403], [4.66169, -4.04514, -1.34877], [3.36202, -2.06783, -0.88403], [5.66915, 2.08776, 1.46353], [3.79069, -2.08704, 1.71720], [-2.88247, -1.21446, 4.14165], [3.92188, -1.99771, 3.09280], [-2.67865, 4.98981, 0.10165], [6.02719, 1.58817, -0.85454], [-0.03843, 2.68814, -1.43437], [5.03741, 0.61624, -0.79872], [4.35861, -3.91670, -2.69609], [-4.23854, 3.07268, 0.27545], [5.12049, -4.09945, 1.72120], [1.25508, 1.97367, -1.04372], [0.16336, 4.01576, 1.79943], [-2.94751, 3.55956, -0.39076], [3.03893, -1.96136, -2.22682], [-0.18826, -1.98087, 0.97097], [-1.82501, -2.04761, 4.43225], [-3.16083, -1.64142, -3.30539], [-4.11296, -3.89470, -3.74930], [4.67473, 1.12370, 1.50941], [4.16697, -3.12280, -0.43331], [-0.41489, 2.13885, -2.81495], [-3.24198, 3.64156, -1.89416], [4.66579, -2.94562, 3.78291], [4.34796, 0.37107, 0.38336], [-0.66289, 2.72444, 1.74623], [-1.00192, -1.78024, 2.21164], [-3.43229, -3.01579, -2.68084], [0.25994, 4.18642, -1.59278], [6.34673, 2.32548, 0.27568], [-0.86830, -2.35658, 3.44944], [-4.00713, -0.00583, 2.15231], [5.26001, -3.99635, 3.09699], [-4.37951, -2.93411, -1.47068], [3.54549, -2.88066, -3.13660], [-2.10093, -3.67522, -2.31423], [5.90405, 2.66568, 2.34925], [4.79915, 0.04901, -1.69088], [1.05678, 0.91072, -0.88725], [-3.49267, 5.64847, -0.22909], [3.43369, -1.19326, 3.63227], [0.42197, 2.30223, -3.50700], [5.28859, -4.86401, -1.01676], [-0.40898, 4.88716, 1.47740], [-4.19322, 4.16311, -2.05932], [0.54195, 4.65599, -0.65211], [-3.32509, 2.64977, -2.33526], [-0.30799, 0.66029, 2.32591], [0.49576, 4.19236, 2.83211], [-1.29568, 2.61898, -3.23473], [2.38169, -1.16706, -2.56435], [-0.59758, 4.72439, -1.99840], [3.30592, -2.79351, -4.18910], [-3.64483, -0.97326, 4.86877], [-5.85967, -3.10531, -3.39763], [-3.48472, -3.94502, -4.63795], [6.54152, 1.78030, -1.78860], [7.11031, 3.09210, 0.22689], [-2.47457, 1.99201, 2.71008], [-4.13878, 2.98450, 1.35988], [0.65758, 1.84579, 3.21626], [1.07847, 1.41928, 1.55339], [1.70667, 2.38024, -0.13769], [-4.52612, 2.10930, -0.13986], [4.13198, 0.95467, 2.43454], [-2.64373, 5.04482, 1.19009], [-1.74494, 5.39168, -0.29399], [-2.46658, 4.19910, -2.41956], [1.09250, 4.31663, -2.29630], [4.78325, -2.86789, 4.85698], [-1.39866, 2.91317, 3.77592], [-2.29534, -4.60701, -1.77013], [-5.01718, -3.82110, -1.41923], [1.99582, 2.06977, -1.84734], [-3.95220, -1.38940, -4.00911], [-2.39650, 3.75581, 2.58956], [-5.04917, 3.78396, 0.06723], [1.06177, 3.94140, 1.18666], [-0.61272, 1.06890, -2.76528], [-1.54584, -3.00229, -1.65805], [5.82481, -4.74555, 3.63788], [5.58544, -4.92560, 1.19655], [-0.04646, -3.03153, 3.64096], [-1.74297, -2.49423, 5.41411], [-5.69145, 0.77819, 2.02910], [-5.00659, -2.04515, -1.54230], [4.74634, -4.63797, -3.40486], [-0.45861, -4.15924, -3.24002], [-4.22401, -4.91133, -3.34541], [-2.21564, -1.68100, -3.84361]],
  "charge": -1,
  "max_force_ha_per_bohr": 0.0813,
  "energy_ev": -283305.30845,
  "e_homo_ev": [-3.86, -3.88],
  "s2": 2.084,
  "spin_multiplicity": 3,
  "orbital_gap_ha": [0.198, 0.184]
}